# 1
41
Properties=species:S:1:pos:R:3 method="wB97M-V/def2-TZVPD" de_lowest_ev=18.8789 multiplicity=1 total_charge=0 homo_lumo_gap_ev=7.573 smiles="O=C(CSc1nnc(-c2ccc3c(c2)OCCO3)o1)N1CCCC1"
O 3.21 -2.01 1.78
C 2.23 -2.53 1.97
C 1.34 -3.31 0.97
S -0.05 -2.15 0.68
C 0.23 -1.37 -0.62
N 1.31 -1.39 -1.35
N 1.12 -0.66 -2.36
C 0.12 0.19 -2.09
C -0.49 1.25 -2.75
C 0.16 1.77 -3.81
C -0.13 2.99 -4.63
C -1.49 3.74 -3.92
C -2.06 3.25 -2.98
C -1.29 2.18 -2.28
O -3.10 3.72 -2.62
C -3.84 4.72 -3.27
C -2.70 5.57 -4.04
O -1.69 4.87 -4.62
O -0.70 -0.23 -0.93
N 1.88 -2.81 3.15
C 0.68 -3.62 3.70
C 0.58 -3.28 5.37
C 1.90 -3.39 5.72
C 2.72 -2.37 4.50
H 0.98 -4.18 1.18
H 1.86 -3.13 0.03
H 1.01 1.34 -4.21
H 0.35 3.39 -5.45
H -2.03 1.55 -1.41
H -4.55 5.26 -2.75
H -4.17 4.24 -4.14
H -3.30 6.09 -4.80
H -2.17 6.09 -3.21
H 0.90 -4.79 3.40
H -0.12 -3.27 3.24
H -0.04 -2.60 5.50
H 0.08 -4.15 5.87
H 2.72 -4.34 5.58
H 2.34 -2.78 6.62
H 2.53 -1.34 4.66
H 3.65 -2.53 4.29

***

# 2
35
Properties=species:S:1:pos:R:3 method="wB97M-V/def2-TZVPD" de_lowest_ev=2.8186 multiplicity=2 total_charge=-1 homo_lumo_gap_ev="1.871 / 5.056"
C 1.37 -3.22 -1.59
C 0.01 -3.55 1.83
C 0.18 -2.82 0.63
C 1.02 -3.60 -0.25
C 1.32 -4.77 0.44
C -1.97 -2.37 2.03
C -1.06 -3.25 2.68
C -1.83 -1.51 0.97
C -0.66 -1.68 0.26
N 0.63 -4.79 1.68
H -2.74 -2.26 2.71
H -1.23 -4.01 3.43
H -2.45 -0.75 0.47
H -0.31 -1.20 -0.67
H 0.80 -5.58 2.33
H 2.04 -5.52 0.28
H 0.95 -2.21 -1.94
H 0.95 -3.94 -2.41
H 2.47 -3.37 -1.72
C -0.56 2.41 -2.70
C -0.89 4.39 0.60
C 0.46 4.75 0.77
C -1.26 3.80 -0.59
C -0.29 3.38 -1.49
C 1.49 4.44 -0.19
C 1.06 3.73 -1.36
O 0.66 5.37 1.94
H -1.53 4.56 1.39
H -2.32 3.50 -0.76
H 2.42 4.81 0.10
H 1.61 5.59 2.23
H -0.13 1.44 -2.45
H -0.28 2.95 -3.63
H 1.67 3.16 -2.13
H -1.63 2.09 -2.91

***

# 3
35
Properties=species:S:1:pos:R:3 method="wB97M-V/def2-TZVPD" de_lowest_ev=1.4420 multiplicity=1 total_charge=0 homo_lumo_gap_ev=8.660 smiles=Cc1c[nH]c2ccccc12.Cc1ccc(O)cc1
C -1.23 3.22 3.32
C -2.15 2.20 2.74
C -3.51 2.25 2.77
N -3.95 1.10 2.07
C -2.92 0.23 1.78
C -2.90 -1.03 1.19
C -1.64 -1.64 1.28
C -0.48 -0.99 1.62
C -0.51 0.29 2.16
C -1.73 0.95 2.18
H -1.61 4.24 3.21
H -0.20 3.18 2.88
H -1.11 2.96 4.37
H -4.28 2.93 3.10
H -4.90 0.77 1.95
H -3.80 -1.54 0.90
H -1.63 -2.75 1.17
H 0.42 -1.67 1.70
H 0.29 0.64 2.80
C 4.06 -2.33 -1.54
C 3.04 -1.40 -2.11
C 3.41 -0.78 -3.36
C 2.51 0.01 -4.02
C 1.18 0.04 -3.65
O 0.35 0.84 -4.37
C 0.81 -0.57 -2.48
C 1.75 -1.20 -1.65
H 4.20 -2.20 -0.42
H 4.99 -2.38 -2.11
H 3.75 -3.34 -1.72
H 4.33 -1.12 -3.82
H 2.81 0.40 -5.01
H -0.52 0.96 -3.97
H -0.21 -0.42 -2.11
H 1.35 -1.83 -0.83

***

# 4
45
Properties=species:S:1:pos:R:3 method="wB97M-V/def2-TZVPD" de_lowest_ev=0.0000 multiplicity=2 total_charge=-2 homo_lumo_gap_ev="5.587 / 5.595"
V 0.25 0.17 0.58
I 0.33 -0.56 3.15
C 1.86 0.91 3.92
I 7.13 0.68 1.51
H 2.55 0.19 4.40
H 1.25 1.32 4.75
Br 4.27 0.49 -2.68
C 3.59 -0.76 -1.37
Br 3.44 0.00 0.38
H 4.29 -1.58 -1.32
H 2.61 -1.08 -1.72
S 0.11 -0.14 -1.82
C -1.32 -1.11 -1.99
C -1.58 -1.77 -3.19
C -2.72 -2.54 -3.37
C -2.92 -3.23 -4.62
N -3.08 -3.78 -5.61
C -3.64 -2.66 -2.32
C -3.40 -2.00 -1.13
C -2.26 -1.23 -0.94
S -2.00 -0.44 0.61
C -4.83 -3.44 -2.47
N -5.80 -4.07 -2.57
H -0.86 -1.68 -4.00
H -4.11 -2.09 -0.32
Cl 3.55 -4.06 -0.06
C 1.87 -4.43 0.33
Cl 0.76 -3.09 0.00
H 1.81 -4.66 1.38
H 1.56 -5.27 -0.28
C -0.94 2.93 2.60
C -0.14 3.21 1.33
C 1.03 4.15 1.67
C -1.05 3.86 0.28
C 0.42 1.94 0.76
H -1.38 3.86 2.97
H -0.29 2.51 3.37
H -1.75 2.21 2.40
H 0.65 5.08 2.09
H 1.61 4.38 0.78
H 1.69 3.67 2.40
H -1.40 4.83 0.64
H -1.91 3.22 0.07
H -0.51 4.01 -0.66
H 1.29 2.04 0.09

***

# 5
37
Properties=species:S:1:pos:R:3 method="wB97M-V/def2-TZVPD" de_lowest_ev=0.2227 multiplicity=1 total_charge=0 homo_lumo_gap_ev="3.475 / 3.569"
C -2.46 -0.32 -0.83
C -2.76 -0.94 0.43
C -2.48 0.03 1.46
H -3.26 -1.91 0.51
C -1.95 1.21 0.85
C -1.91 1.00 -0.58
H -1.57 1.74 -1.31
H -2.75 -0.76 -1.78
H -2.75 -0.07 2.51
H -1.67 2.13 1.37
Ti -0.56 -0.44 0.31
Br 0.72 -1.23 -1.45
C 1.98 1.10 -3.81
C 0.92 1.90 -4.32
C -0.07 1.02 -4.85
H 0.89 2.98 -4.35
C 0.38 -0.31 -4.67
C 1.66 -0.27 -4.04
H 2.30 -1.12 -3.83
H 2.90 1.47 -3.37
H -0.98 1.32 -5.36
H -0.13 -1.21 -5.00
C -0.68 -2.50 2.83
C 0.32 -1.44 3.03
C 1.25 -1.20 4.06
C 1.97 -0.02 3.73
C 1.44 0.45 2.51
C 1.81 1.65 1.73
N 0.45 -0.42 2.10
H -1.70 -2.12 3.04
H -0.53 -3.37 3.50
H -0.65 -2.86 1.78
H 1.36 -1.85 4.92
H 2.78 0.45 4.27
H 1.85 2.53 2.39
H 2.81 1.53 1.28
H 1.09 1.86 0.92

***

# 6
44
Properties=species:S:1:pos:R:3 method="wB97M-V/def2-TZVPD" de_lowest_ev=1.9771 multiplicity=1 total_charge=0 homo_lumo_gap_ev=9.378 smiles="O=[N+]([O-])c1ccccc1.O=[N+]([O-])c1ccccc1.ClCCCl.ClCCCl"
O 0.95 -3.55 1.35
N -0.18 -3.65 1.83
O -0.38 -4.27 2.85
C -1.25 -2.89 1.19
C -1.06 -2.45 -0.12
C -2.02 -1.56 -0.57
C -3.04 -1.10 0.21
C -3.36 -1.62 1.51
C -2.39 -2.54 2.04
H -0.26 -2.72 -0.78
H -1.80 -1.05 -1.49
H -3.80 -0.56 -0.33
H -4.26 -1.30 2.02
H -2.47 -2.81 3.08
O 0.51 -1.22 -9.96
N -0.57 -0.56 -9.90
O -1.49 -0.81 -10.68
C -0.71 0.43 -8.82
C 0.44 0.68 -8.10
C 0.42 1.71 -7.19
C -0.70 2.44 -6.93
C -1.87 2.06 -7.58
C -1.90 1.13 -8.57
H 1.33 0.09 -8.28
H 1.32 2.04 -6.68
H -0.81 3.32 -6.31
H -2.83 2.44 -7.26
H -2.75 0.89 -9.20
Cl 3.49 5.24 2.82
C 2.75 3.75 3.27
C 3.07 2.64 2.26
Cl 2.52 3.13 0.66
H 1.72 4.01 3.03
H 2.90 3.57 4.33
H 2.81 1.60 2.40
H 4.16 2.73 2.28
Cl 0.66 -3.05 9.98
C 1.90 -1.80 10.11
C 1.13 -0.44 10.45
Cl 0.44 0.29 8.98
H 2.48 -1.92 9.20
H 2.61 -1.95 10.93
H 1.93 0.23 10.80
H 0.35 -0.60 11.20